Entry from OMol25: a structure of composition C48H57BrN4OSTi at a distorted geometry (ωB97M-V/def2-TZVPD).

Last column: Mulliken spin population.
Element x y z (Å)
Ti -0.23592 -0.25505 -0.48043  0.9594
C -0.80474 -0.11390 5.19850  -0.0322
C 0.23858 -0.30709 4.13065  -0.2189
C 1.61929 -0.24346 4.45311  0.6055
C 2.52573 -0.45599 3.38261  -0.1210
C 2.03552 -0.69449 2.13088  0.1635
Br 3.32148 -1.07302 0.76716  0.0132
N 0.72889 -0.74958 1.76682  0.2500
C -0.12936 -0.54935 2.84477  0.1522
H -0.45444 -0.51432 6.15392  -0.0114
H -1.73958 -0.61967 4.93907  -0.0024
H -1.02884 0.94756 5.34884  0.0182
H 1.96139 -0.07729 5.46822  0.0562
H 3.59649 -0.45073 3.53663  -0.0001
H -1.18463 -0.60045 2.59808  0.0197
C 4.45724 -3.76071 -0.99643  -0.0015
C 3.06172 -3.59976 -1.63152  -0.0049
C 3.11326 -4.20415 -3.04063  0.0005
C 1.97976 -4.22713 -0.74575  -0.0062
C 2.24224 -5.54268 -0.37467  0.0008
C 1.49115 -6.21266 0.57030  0.0020
C 0.46256 -5.51314 1.17486  -0.0023
C 0.12312 -4.21380 0.81402  -0.0323
C -1.06991 -3.62977 1.54618  0.0012
C -0.81832 -3.59220 3.05745  0.0345
C -2.33511 -4.45989 1.28028  -0.0019
C 0.83610 -3.53543 -0.21500  0.0430
N 0.40681 -2.30146 -0.72640  -0.0123
C 0.63158 -2.18425 -2.10334  0.0060
C 0.74943 -1.03818 -2.79175  0.0051
N 0.66340 0.25229 -2.23403  0.0322
C 0.61753 1.29314 -3.18908  0.0300
C -0.17314 1.18908 -4.37286  -0.0083
C -0.08647 2.16818 -5.35760  0.0018
C 0.69485 3.29913 -5.20410  -0.0023
C 1.39909 3.43492 -4.02437  0.0003
C 1.39324 2.46407 -3.02065  -0.0275
C 2.27564 2.83632 -1.82692  0.0203
C 2.94139 1.70257 -1.05934  -0.0078
C 1.51159 3.74713 -0.85764  -0.0165
C -1.22424 0.10315 -4.62501  0.0052
C -0.84474 -0.81564 -5.79180  0.0002
C -2.60080 0.71467 -4.91123  0.0002
H 5.14778 -3.01851 -1.41224  -0.0008
H 4.87382 -4.75296 -1.20032  0.0003
H 4.42123 -3.62146 0.08293  0.0010
H 2.86580 -2.53897 -1.72731  0.0003
H 3.30078 -5.28130 -2.98618  0.0000
H 3.92553 -3.75014 -3.61811  0.0001
H 2.18491 -4.05475 -3.59199  -0.0007
H 3.09940 -6.04435 -0.81548  0.0003
H 1.71828 -7.23598 0.84960  0.0005
H -0.11847 -6.00650 1.94718  -0.0005
H -1.22937 -2.61441 1.19200  0.0159
H -0.75372 -4.60998 3.45600  -0.0015
H -1.63882 -3.08346 3.57371  -0.0082
H 0.10711 -3.07125 3.29639  -0.0027
H -2.26279 -5.42653 1.78916  -0.0004
H -2.47423 -4.65338 0.21625  0.0001
H -3.22510 -3.94875 1.66114  -0.0001
H 0.70343 -3.10318 -2.67010  0.0010
H 1.00429 -1.10670 -3.83957  0.0111
H -0.67876 2.05553 -6.25948  0.0000
H 0.73917 4.06127 -5.97457  -0.0003
H 2.00753 4.32205 -3.87060  0.0002
H 3.08171 3.43335 -2.26365  0.0003
H 2.20993 1.10444 -0.53244  0.0348
H 3.62944 2.11852 -0.31630  0.0014
H 3.50238 1.03529 -1.71748  -0.0018
H 2.19888 4.15317 -0.10601  -0.0009
H 1.03824 4.58098 -1.38420  0.0011
H 0.73798 3.18169 -0.33345  0.0081
H -1.33325 -0.49854 -3.72770  0.0016
H -0.79369 -0.24472 -6.72541  -0.0001
H -1.59847 -1.59844 -5.91661  0.0000
H 0.12235 -1.29820 -5.64659  0.0004
H -2.61665 1.24298 -5.87185  -0.0002
H -2.89087 1.40621 -4.12211  0.0002
H -3.35424 -0.07700 -4.94739  0.0000
C 0.65593 5.64539 6.69765  0.0042
C -0.80575 5.86348 6.99286  -0.0004
O -1.29954 5.61824 8.05023  0.0016
S -1.81542 6.56229 5.62390  0.0004
C -1.49657 5.28733 4.42193  0.0084
C -2.15370 4.06022 4.51210  0.0090
C -1.87826 3.05349 3.60271  0.0367
C -0.94006 3.23884 2.57343  -0.0268
C -0.28575 4.48142 2.49982  0.0150
C -0.56233 5.48784 3.40780  -0.0037
C -0.66861 2.22068 1.62604  0.0556
C -0.44393 1.35802 0.78734  -0.1010
H 1.17518 5.34566 7.60619  -0.0024
H 1.08940 6.55586 6.28744  0.0001
H 0.75689 4.86188 5.94605  0.0073
H -2.87273 3.90170 5.30719  0.0016
H -2.38850 2.10184 3.66907  0.0071
H 0.44368 4.63758 1.71536  -0.0023
H -0.05653 6.44387 3.33353  0.0002
C -2.93218 -2.34018 -1.25978  0.0316
C -3.16104 -0.87787 -1.46649  0.0027
C -4.34027 -0.29658 -1.86368  0.0020
C -4.11855 1.10777 -1.86457  -0.0003
C -2.81598 1.31349 -1.47866  0.0100
C -2.15728 2.66013 -1.42541  0.0064
N -2.20627 0.09048 -1.20282  -0.0315
H -3.55092 -2.91419 -1.95493  0.0002
H -3.21730 -2.63581 -0.25108  -0.0008
H -1.89091 -2.62465 -1.40709  -0.0017
H -5.24666 -0.82257 -2.13273  0.0003
H -4.81670 1.88521 -2.14857  0.0000
H -2.85141 3.39214 -1.84974  0.0003
H -1.23600 2.69710 -2.01329  -0.0026
H -1.91229 2.96690 -0.41081  0.0008

Atomic forces in eV per Å
Ti 0.1 -1.0 0.2
C 0.0 0.0 -0.1
C 0.1 0.0 0.1
C 0.1 0.0 0.0
C -0.1 0.0 0.1
C -0.1 0.0 0.1
Br 0.0 -0.1 0.0
N -0.2 0.1 -0.2
C 0.0 -0.1 -0.2
H 0.0 0.0 0.0
H 0.0 0.0 0.0
H 0.0 0.0 0.0
H 0.0 0.0 -0.1
H 0.0 0.0 0.0
H 0.0 0.0 0.0
C 0.0 0.0 0.0
C 0.0 -0.1 0.0
C 0.0 0.0 0.0
C 0.0 0.0 0.0
C 0.0 0.0 0.0
C 0.0 0.0 0.0
C 0.0 0.0 0.0
C 0.0 0.0 0.0
C 0.0 -0.1 0.1
C 0.0 0.0 0.0
C 0.0 0.0 0.0
C 0.0 0.1 -0.1
N 0.3 -0.1 -0.2
C 0.0 -0.3 0.2
C 0.2 0.4 -0.1
N -0.2 -0.2 0.0
C 0.1 -0.2 0.1
C -0.2 0.0 -0.1
C 0.0 0.0 0.0
C 0.0 -0.1 0.1
C 0.0 0.0 0.0
C 0.2 0.2 -0.1
C -0.1 -0.1 0.1
C 0.0 0.2 -0.1
C 0.0 0.0 0.0
C 0.1 0.0 0.0
C 0.0 0.0 0.0
C 0.0 0.0 0.0
H 0.0 -0.1 0.0
H 0.0 0.0 0.0
H 0.0 0.0 0.0
H -0.1 0.1 0.0
H 0.0 0.0 0.0
H 0.0 0.0 0.0
H 0.0 0.0 0.0
H 0.0 0.0 0.0
H 0.0 0.0 0.0
H 0.0 0.0 0.0
H 0.0 0.1 -0.1
H 0.0 0.0 0.0
H 0.0 0.0 0.0
H 0.0 0.0 0.0
H 0.0 0.0 0.0
H 0.0 0.0 0.0
H 0.0 0.0 0.0
H 0.0 -0.1 -0.1
H -0.2 0.0 -0.1
H 0.0 0.0 0.0
H 0.0 0.0 0.0
H 0.0 0.0 0.0
H 0.1 0.1 0.0
H 0.0 0.0 0.1
H 0.0 0.0 0.0
H -0.1 0.0 0.0
H 0.0 0.0 0.0
H 0.0 0.0 0.0
H 0.1 0.1 -0.1
H 0.0 0.0 0.1
H 0.0 0.0 0.0
H 0.0 0.0 0.0
H 0.0 0.0 0.0
H 0.0 0.0 0.1
H 0.0 0.0 0.0
H 0.0 0.0 0.0
C 0.0 -0.1 -0.1
C 0.2 0.1 -0.5
O -0.3 0.1 0.6
S 0.0 -0.3 0.2
C 0.2 0.1 -0.1
C 0.1 0.0 0.0
C 0.0 0.1 0.0
C 0.0 0.1 0.0
C 0.0 0.0 0.0
C 0.0 0.0 -0.1
C 0.1 -0.1 0.0
C -0.2 1.1 0.4
H -0.1 0.0 0.0
H 0.0 0.0 0.0
H 0.0 0.0 0.0
H 0.0 0.0 0.0
H 0.0 0.0 0.0
H 0.0 0.0 0.0
H 0.0 0.0 0.0
C 0.0 0.1 0.0
C 0.1 0.1 0.0
C 0.0 0.2 -0.1
C -0.1 -0.1 0.0
C 0.0 -0.2 0.2
C 0.0 -0.1 -0.1
N -0.2 0.1 -0.1
H 0.0 0.0 0.0
H 0.0 0.0 0.0
H 0.0 0.0 0.0
H 0.0 0.0 0.0
H 0.0 0.0 0.0
H 0.0 0.0 0.0
H 0.0 0.0 0.0
H 0.0 0.0 0.0

## Properties
* orbital gap (spin up / spin down): 3.154 / 4.910 eV
* F_max: 1.164 eV/A
* multiplicity: 3
* net charge: -2